Record 1
This record from the Open Molecules 2025 dataset describes a cluster of 12 separate species, C3H31N2O12S in total. The level of theory is the ωB97M-V functional and the def2-TZVPD basis.

**Relative energy (zero: lowest compared OMol25 entry of this formula, charge and spin)**: 0.000 eV
**Calculated total energy**: -1543.36644 hartree
**LUMO energy**: -2.299 eV
**Net charge**: +1

Last columns: bonded neighbours and bond lengths (Å).
Cartesian coordinates (Å):
1 N -0.3444 0.6637 1.2644  C2 1.528, H8 1.046, H9 1.038, H10 1.065
2 C 0.6855 0.4985 0.1479  N1 1.528, C3 1.525, C5 1.551, H11 1.138
3 C 2.0526 0.1837 0.7451  C2 1.525, S4 1.830, H12 1.187, H13 1.086
4 S 2.3223 -1.6138 0.9602  C3 1.830, H14 1.332
5 C 0.6899 1.8416 -0.6282  C2 1.551, N6 1.350, O7 1.215
6 N 1.3713 1.9058 -1.7918  C5 1.350, H15 1.050, H16 1.036
7 O 0.0257 2.7758 -0.2265  C5 1.215
8 H -1.2952 0.8422 0.8665  N1 1.046
9 H -0.3833 -0.2061 1.8297  N1 1.038
10 H -0.0641 1.4767 1.8934  N1 1.065
11 H 0.3649 -0.3116 -0.5836  C2 1.138
12 H 2.9246 0.5381 0.0227  C3 1.187
13 H 2.2832 0.7379 1.6506  C3 1.086
14 H 1.6774 -1.7997 2.1105  S4 1.332
15 H 1.4075 2.7966 -2.3462  N6 1.050
16 H 1.8300 1.0711 -2.1993  N6 1.036
17 H -0.8065 5.3565 1.3941  O19 0.958
18 H -0.7612 3.9439 0.8435  O19 0.963
19 O -1.0020 4.4481 1.6276  H17 0.958, H18 0.963
20 H 1.8194 -1.5321 -2.7076  O22 0.965
21 H 0.6487 -0.6156 -2.8875  O22 0.935
22 O 1.5835 -0.6202 -2.9170  H20 0.965, H21 0.935
23 H -0.9665 -2.3055 1.9841  O25 0.957
24 H -1.0150 -1.8437 3.4742  O25 0.952
25 O -0.5810 -1.7202 2.6362  H23 0.957, H24 0.952
26 H 0.2036 -3.2712 -1.8788  O28 0.972
27 H -0.9906 -3.2149 -0.8839  O28 0.943
28 O -0.7597 -3.1726 -1.7970  H26 0.972, H27 0.943
29 H 0.7454 2.9845 3.8575  O31 0.976
30 H 0.1240 3.5435 2.5344  O31 0.975
31 O 0.6738 2.8243 2.8973  H29 0.976, H30 0.975
32 H 3.3164 3.5012 1.2345  O34 0.942
33 H 1.9968 2.9162 1.8069  O34 0.980
34 O 2.7063 2.7891 1.1438  H32 0.942, H33 0.980
35 H -4.6003 -1.7028 -0.2691  O37 0.987
36 H -3.3761 -0.7360 0.0080  O37 0.958
37 O -3.8204 -1.5290 0.3099  H35 0.987, H36 0.958
38 H -2.8633 1.3201 -0.9872  O40 0.945
39 H -1.9300 0.1556 -1.4446  O40 1.016
40 O -2.4186 0.5575 -0.6500  H38 0.945, H39 1.016
41 H 2.4782 -3.4816 -1.5448  O43 0.973
42 H 2.0786 -3.8229 -3.0056  O43 0.965
43 O 1.8894 -3.2227 -2.2743  H41 0.973, H42 0.965
44 H -1.4269 -0.7030 -3.4008  O46 0.876
45 H -1.0302 -1.6774 -2.3289  O46 0.996
46 O -1.0904 -0.7182 -2.5920  H44 0.876, H45 0.996
47 H -2.5290 -2.6258 0.4886  O49 0.964
48 H -2.0989 -4.0783 0.9144  O49 1.019
49 O -1.7454 -3.1474 0.6985  H47 0.964, H48 1.019

Record 2
This record from the Open Molecules 2025 dataset describes a cluster of 14 separate species, C3H31NO16 in total. The level of theory is the ωB97M-V functional and the def2-TZVPD basis.

**Relative energy (zero: lowest compared OMol25 entry of this formula, charge and spin)**: 0.325 eV
**Calculated total energy**: -1391.58449 hartree
**LUMO energy**: 0.105 eV
**Net charge**: 0

Last columns: bonded neighbours and bond lengths (Å).
Cartesian coordinates (Å):
1 C 1.6725 0.4657 -1.0189  N2 1.358, O7 1.222, H8 1.088
2 N 1.2285 -0.3190 -0.0033  C1 1.358, C3 1.437, H9 1.002
3 C -0.1526 -0.2580 0.3903  N2 1.437, C4 1.509, H10 1.091, H11 1.071
4 C -1.1165 -0.9923 -0.5085  C3 1.509, O5 1.307, O6 1.230
5 O -0.7341 -1.1736 -1.7455  C4 1.307, H12 1.017
6 O -2.2289 -1.3566 -0.1314  C4 1.230
7 O 2.7394 0.2432 -1.5720  C1 1.222
8 H 1.0193 1.3172 -1.1979  C1 1.088
9 H 1.7668 -1.1169 0.2748  N2 1.002
10 H -0.3167 -0.5793 1.4195  C3 1.091
11 H -0.5019 0.7539 0.3986  C3 1.071
12 H -1.5165 -1.3566 -2.3682  O5 1.017
13 H -0.6328 1.4461 -3.6354  O15 0.974
14 H -1.6613 1.8408 -2.4672  O15 0.989
15 O -0.8466 2.1124 -2.9584  H13 0.974, H14 0.989
16 H 0.0776 -1.2898 3.5139  O18 0.983
17 H -1.2764 -1.0152 4.0797  O18 0.928
18 O -0.4682 -0.5856 3.9294  H16 0.983, H17 0.928
19 H 0.1331 2.8029 -1.8670  O21 0.974
20 H 0.6718 4.1520 -1.4668  O21 0.947
21 O 0.4486 3.3090 -1.0970  H19 0.974, H20 0.947
22 H 1.0514 2.8903 0.9604  O24 0.990
23 H 1.4674 3.2790 2.4173  O24 0.957
24 O 1.2300 2.5335 1.8669  H22 0.990, H23 0.957
25 H -0.8125 0.9669 3.2649  O27 0.967
26 H -0.5311 2.3112 2.5710  O27 0.987
27 O -1.2606 1.7604 2.9428  H25 0.967, H26 0.987
28 H 1.0283 -0.4548 -3.4988  O30 0.971
29 H 2.1201 0.5375 -3.2763  O30 0.973
30 O 1.2747 0.4498 -3.7504  H28 0.971, H29 0.973
31 H 0.8688 -4.2494 -1.5273  O33 0.992
32 H -0.0456 -3.7805 -0.4664  O33 0.975
33 O 0.3031 -4.6259 -0.8044  H31 0.992, H32 0.975
34 H -3.3009 -0.7592 -3.0468  O36 0.965
35 H -3.1797 -1.6666 -1.8593  O36 0.983
36 O -2.9235 -1.6147 -2.8068  H34 0.965, H35 0.983
37 H -3.6220 2.2246 -1.8730  O39 0.967
38 H -3.1868 1.1973 -0.8034  O39 0.996
39 O -3.1885 1.3646 -1.7848  H37 0.967, H38 0.996
40 H -2.9848 0.0381 0.8834  O42 0.972
41 H -2.4003 1.1928 1.7172  O42 1.003
42 O -3.0195 1.0077 0.9503  H40 0.972, H41 1.003
43 H 3.9104 -1.0943 0.6351  O45 0.949
44 H 3.6047 -0.5210 2.0507  O45 0.937
45 O 3.5386 -1.2695 1.4906  H43 0.949, H44 0.937
46 H 2.3659 0.2761 3.9277  O48 0.959
47 H 1.9828 0.9572 2.5235  O48 0.989
48 O 2.6512 0.4296 3.0255  H46 0.959, H47 0.989
49 H 1.2868 -2.9905 2.0560  O51 0.969
50 H 1.8958 -1.6184 2.2062  O51 0.943
51 O 1.2695 -2.1961 2.6105  H49 0.969, H50 0.943

Record 3
This record from the Open Molecules 2025 dataset describes a cluster of 15 separate species, C3H34O16S in total. The level of theory is the ωB97M-V functional and the def2-TZVPD basis.

**Relative energy (zero: lowest compared OMol25 entry of this formula, charge and spin)**: 0.000 eV
**Calculated total energy**: -1736.76649 hartree
**LUMO energy**: -0.094 eV
**Net charge**: 0

Last columns: bonded neighbours and bond lengths (Å).
Cartesian coordinates (Å):
1 O 0.0266 -0.9666 0.9017  C2 1.231
2 C 1.2256 -0.7062 0.8026  O1 1.231, O3 1.304, C4 1.540
3 O 1.9631 -0.3222 1.8067  C2 1.304, H7 1.058
4 C 1.9701 -0.6202 -0.5433  C2 1.540, C5 1.502, H8 1.097, H9 1.096
5 C 0.8715 -0.3909 -1.5414  C4 1.502, S6 1.910, H10 1.102, H11 1.103
6 S 1.8444 0.0771 -3.1167  C5 1.910, H12 1.337
7 H 1.4567 -0.4746 2.7231  O3 1.058
8 H 2.6469 0.2177 -0.3365  C4 1.097
9 H 2.6150 -1.4733 -0.7836  C4 1.096
10 H 0.2520 0.4855 -1.2913  C5 1.102
11 H 0.2651 -1.2975 -1.7032  C5 1.103
12 H 1.1371 1.0544 -3.6925  S6 1.337
13 H -4.0899 -3.0668 2.0138  O15 0.962
14 H -3.0882 -2.6718 0.9475  O15 0.984
15 O -3.8529 -2.3187 1.4569  H13 0.962, H14 0.984
16 H 2.4543 2.7297 -0.0563  O18 0.982
17 H 3.8081 3.2820 -0.5908  O18 0.970
18 O 3.0346 2.7566 -0.8476  H16 0.982, H17 0.970
19 H -3.8655 -0.4970 -2.9681  O21 0.968
20 H -2.7941 -0.1838 -1.9832  O21 0.996
21 O -2.9016 -0.4133 -2.9466  H19 0.968, H20 0.996
22 H 1.7973 1.6858 1.7009  O24 0.961
23 H 0.7034 2.5920 1.1146  O24 0.979
24 O 1.6329 2.5907 1.4220  H22 0.961, H23 0.979
25 H -1.4712 -2.9429 -0.7930  O27 0.978
26 H -0.8400 -2.1898 0.3920  O27 0.968
27 O -1.6925 -2.4872 0.0430  H25 0.978, H26 0.968
28 H -2.4876 -1.0117 2.5109  O30 0.987
29 H -2.8197 -0.6267 3.9649  O30 0.960
30 O -2.0855 -0.6789 3.3490  H28 0.987, H29 0.960
31 H 0.5642 3.3823 -1.7849  O33 0.963
32 H -0.7473 2.8139 -1.2495  O33 0.974
33 O -0.3639 3.2747 -2.0178  H31 0.963, H32 0.974
34 H -2.2026 -2.0102 -2.7824  O36 0.987
35 H -0.7734 -2.3247 -3.0098  O36 0.966
36 O -1.5879 -2.7820 -2.7641  H34 0.987, H35 0.966
37 H -2.8385 -1.2631 -0.3299  O39 0.987
38 H -4.2528 -0.6501 -0.1286  O39 0.964
39 O -3.3614 -0.4308 -0.4235  H37 0.987, H38 0.964
40 H 5.0723 -0.9236 0.4030  O42 0.956
41 H 4.9680 -1.2790 -1.1483  O42 0.992
42 O 4.8274 -1.6047 -0.2220  H40 0.956, H41 0.992
43 H 0.5529 -0.0493 4.4896  O45 0.961
44 H -0.1338 -1.1709 3.5911  O45 0.971
45 O 0.7038 -0.8117 3.9247  H43 0.961, H44 0.971
46 H -2.6853 0.4592 0.6076  O48 1.047
47 H -1.9909 0.6432 2.1093  O48 0.963
48 O -2.6187 1.0248 1.4862  H46 1.047, H47 0.963
49 H -1.2521 3.5673 0.9993  O51 0.977
50 H -1.6428 2.1248 1.0688  O51 1.044
51 O -0.9430 2.7347 0.5919  H49 0.977, H50 1.044
52 H 3.7752 1.3508 -1.3362  O54 1.004
53 H 4.7055 1.0832 -2.4505  O54 0.968
54 O 4.5090 0.7102 -1.5790  H52 1.004, H53 0.968